# 1
C8H8N5O3S2 | ωB97M-V/def2-TZVPD

The geometry in XYZ format:
```
26
Properties=species:S:1:pos:R:3:forces:R:3
C -0.289106 0.861689 5.304230 -0.6 0.0 0.0
C 0.340771 -0.123753 4.336232 0.1 0.3 -0.1
O 0.107010 0.480248 3.018686 -0.1 -0.7 0.5
C 0.279232 -0.299566 1.929931 0.3 -0.6 -0.2
S -0.324391 0.323081 0.474865 -2.3 0.7 1.1
S 1.034035 -1.769149 1.985810 0.4 -0.4 0.2
H 0.036050 0.743060 6.340260 0.2 -0.1 -0.1
H -0.111687 1.894878 4.989502 0.1 -0.2 0.1
H -1.373373 0.702859 5.310103 0.1 0.2 -0.1
H 1.419828 -0.243991 4.533388 -0.4 0.1 -0.4
H -0.129673 -1.123724 4.411585 0.3 0.6 -0.3
O 1.321362 2.035451 -0.822785 -1.1 0.5 -2.1
N 0.477236 2.158140 -1.746722 0.8 1.0 1.3
C 0.040300 0.948592 -2.362645 -0.2 -0.2 0.6
C 0.292886 -0.256738 -1.667269 2.7 -1.1 -0.4
N -0.042061 -1.405387 -2.429764 -0.5 -0.7 -0.3
N 0.103170 -2.713703 -2.035707 -0.5 -0.2 -1.0
N -0.252132 -3.456337 -3.057935 0.5 2.1 0.4
N -0.579050 -2.698249 -4.148053 0.2 1.0 1.2
C -0.453513 -1.410917 -3.741299 0.0 -1.1 0.8
C -0.698088 -0.170138 -4.375282 -0.3 0.4 -0.1
C -0.571485 0.979374 -3.629547 0.0 -0.4 -0.7
O -0.004766 3.264994 -2.092374 0.6 -1.6 0.2
H 1.205503 -0.455558 -1.088759 -0.5 0.3 -0.7
H -0.978824 -0.220748 -5.419257 -0.2 0.4 0.1
H -0.849236 1.955592 -4.017193 0.2 -0.2 -0.1
```
Forces are in eV/Å.

Results
E_LUMO, eV: 2.43
E, hartree: -1605.40641
HOMO level, eV: -4.3
HOMO-LUMO gap, eV: 6.75
Charge: -1

# 2
C30H69N6O4P3Si | ωB97M-V/def2-TZVPD

The geometry in XYZ format:
```
113
Properties=species:S:1:pos:R:3:forces:R:3
C -4.115511 -0.378452 2.078760 0.2 0.2 0.2
C -3.578755 0.984056 1.607573 0.3 -1.1 -0.2
C -2.625925 0.757009 0.417043 -1.0 0.6 0.4
O -1.288390 0.741536 0.875244 0.0 -0.6 -0.1
C -0.490119 -0.157226 0.104385 0.3 0.7 -0.2
Si 1.337313 0.365589 -0.055898 -1.1 -0.3 -0.2
C 2.375190 -0.077175 1.459658 0.3 0.5 -0.3
O 2.285230 0.916684 2.497508 -0.2 -0.6 0.0
C 2.750195 0.380844 3.689556 0.0 0.2 0.1
C 1.848815 -0.337941 4.460195 -0.2 -0.2 0.2
C 2.232876 -0.942769 5.648824 0.2 0.1 0.4
C 1.262112 -1.734782 6.490204 0.1 0.1 -0.2
C 3.559574 -0.811966 6.050320 -0.3 0.2 -0.3
C 4.445308 -0.060620 5.288342 0.0 -0.4 0.3
C 4.077795 0.560498 4.093856 0.1 0.0 -0.2
C 5.082795 1.381208 3.287118 0.1 0.5 0.3
C 4.498906 2.733143 2.808509 0.5 -0.6 0.0
C 6.317645 1.743306 4.146041 -0.8 0.1 -0.3
P 2.120204 -0.730530 -1.840995 1.4 0.0 -0.3
C 1.144014 -0.205010 -3.316566 -0.7 -0.2 0.2
C 1.690568 -2.526694 -1.585203 -1.1 0.5 -0.3
C 0.222518 -2.888222 -1.920644 0.2 -0.6 0.7
H -4.582416 -0.932050 1.261603 -0.1 0.0 0.0
H -4.823838 -0.277546 2.902984 0.0 0.0 -0.1
H -3.273846 -0.974976 2.442101 -0.1 -0.1 0.0
H -4.401140 1.643511 1.334988 0.1 0.2 0.1
H -2.970840 1.388487 2.417227 -0.2 0.4 -0.1
H -2.917541 -0.185848 -0.058233 0.3 -0.1 0.0
H -2.797368 1.550017 -0.323551 0.4 0.0 -0.1
H -0.863956 -0.127141 -0.928982 0.1 -0.1 0.0
H -0.569321 -1.204355 0.431628 -0.2 0.1 0.1
H 1.357496 1.802441 -0.389870 0.1 0.0 0.1
H 2.034676 -1.052716 1.823466 0.1 0.0 0.1
H 3.428678 -0.146622 1.158324 0.0 -0.3 0.0
H 0.819334 -0.454755 4.136393 0.1 0.2 -0.2
H 0.254077 -1.327413 6.414986 0.0 -0.2 -0.1
H 1.279433 -2.773948 6.153549 -0.3 0.0 0.1
H 1.536382 -1.725737 7.544846 0.1 0.0 0.0
H 3.874266 -1.296345 6.966653 0.1 0.1 0.0
H 5.457515 -0.002421 5.664271 0.0 0.2 -0.2
H 5.425728 0.813744 2.415677 -0.1 -0.1 0.0
H 4.156161 3.275159 3.691239 -0.1 0.2 -0.2
H 5.319058 3.275669 2.334739 -0.1 0.2 0.0
H 3.702151 2.612773 2.083877 -0.1 0.1 0.1
H 6.839233 2.567588 3.662117 0.3 -0.2 0.0
H 6.971057 0.892131 4.322423 0.1 0.1 0.1
H 5.932800 2.141601 5.087771 0.3 -0.1 0.1
H 1.310804 0.838080 -3.582505 0.2 0.0 0.1
H 1.438753 -0.836599 -4.156371 0.2 0.1 0.0
H 0.064647 -0.340687 -3.206453 0.0 0.1 0.0
H 1.874133 -2.722902 -0.527696 0.3 -0.2 -0.1
H 2.334536 -3.144993 -2.207251 0.3 0.1 0.2
H -0.175218 -3.549378 -1.145510 -0.1 0.0 -0.1
H 0.159034 -3.468885 -2.840137 -0.1 0.3 -0.2
H -0.445156 -2.030714 -1.950013 0.0 0.0 -0.2
C 0.836693 7.413552 -3.022547 0.6 0.0 0.5
N 0.380313 6.091039 -3.381364 -0.7 -0.2 -0.1
C -0.821728 5.717052 -2.642395 -0.2 -0.4 -0.2
P 1.336637 4.772856 -3.950029 1.1 5.3 -3.3
O 0.327746 4.136782 -4.867740 0.3 -2.6 2.5
N 2.493135 5.229074 -5.179224 0.2 0.2 -0.2
C 2.551030 6.586558 -5.692041 0.1 0.3 0.3
C 2.539296 4.304474 -6.311832 -0.2 -0.2 0.1
N 2.537014 4.865838 -2.751197 -1.0 -2.3 0.8
C 2.139609 4.424875 -1.414783 -0.2 0.3 0.1
C 3.824080 5.526113 -2.795659 0.6 -0.2 -0.4
H 1.320264 7.459463 -2.033299 0.0 0.0 0.0
H -0.013994 8.097114 -2.995780 -0.1 -0.1 0.0
H 1.517893 7.836390 -3.754789 0.1 -0.2 0.0
H -0.593551 5.365061 -1.626793 -0.1 0.1 0.1
H -1.360161 4.923263 -3.161638 0.1 0.0 0.0
H -1.509381 6.560489 -2.559163 0.1 0.1 0.0
H 1.578168 6.943190 -6.057853 0.0 0.1 0.0
H 3.265791 6.643834 -6.515567 -0.1 -0.2 -0.1
H 2.937074 7.285076 -4.947680 -0.1 0.0 0.1
H 1.721549 4.480246 -7.020338 0.0 -0.1 0.0
H 2.472566 3.270829 -5.976575 0.0 0.0 0.0
H 3.486860 4.419356 -6.843795 0.0 0.1 0.1
H 1.802816 5.263086 -0.792434 0.0 0.0 0.0
H 2.959410 3.923826 -0.897316 0.0 0.0 -0.1
H 1.325922 3.702143 -1.478146 -0.1 0.1 0.0
H 3.726842 6.612086 -2.698899 0.0 0.0 -0.1
H 4.373056 5.293122 -3.703498 -0.2 0.1 -0.1
H 4.453528 5.181605 -1.971105 -0.2 -0.1 0.1
C -4.913710 -7.442349 0.454255 -0.5 0.4 0.4
N -3.648893 -6.745281 0.489654 0.7 -0.3 0.0
C -2.684309 -7.422609 1.350921 0.4 0.2 -0.1
P -3.379775 -5.057951 0.264184 -3.6 -2.5 -4.6
O -2.031553 -5.126977 -0.402780 0.9 1.6 3.1
N -4.259754 -4.386342 -1.088225 -0.2 0.1 -0.2
C -5.070179 -5.222972 -1.956462 -0.3 -0.2 0.2
C -3.453148 -3.497298 -1.921488 0.3 0.0 0.1
N -4.578600 -4.515529 1.341769 2.1 0.8 1.5
C -4.296087 -4.696555 2.765179 0.0 -0.3 0.0
C -5.939086 -4.107309 1.061473 -0.2 0.6 -0.3
H -5.510265 -7.319410 1.372623 0.0 0.0 0.0
H -4.736050 -8.511791 0.327854 0.2 0.0 0.1
H -5.528888 -7.154532 -0.392849 0.0 0.2 0.1
H -2.842831 -7.193770 2.413935 0.0 -0.2 0.0
H -1.666038 -7.130960 1.091138 -0.1 0.1 0.0
H -2.741526 -8.505333 1.228309 -0.1 0.0 -0.1
H -4.509972 -6.073707 -2.368059 -0.1 0.0 0.0
H -5.453731 -4.632483 -2.790872 0.2 0.1 0.0
H -5.964011 -5.588634 -1.448316 0.1 -0.1 0.1
H -2.815199 -4.054670 -2.617674 0.1 0.1 0.0
H -2.807994 -2.869083 -1.307860 0.0 0.0 0.0
H -4.100688 -2.836342 -2.503017 -0.2 -0.1 0.1
H -4.725566 -5.629580 3.149482 0.0 0.0 0.0
H -4.691654 -3.868945 3.356366 0.0 0.0 -0.1
H -3.219764 -4.721075 2.945606 0.0 -0.1 0.0
H -6.587838 -4.966112 0.863276 0.0 0.0 -0.1
H -5.995206 -3.413560 0.227560 0.1 -0.2 -0.1
H -6.357833 -3.574891 1.919377 0.2 -0.1 0.1
```
Forces are in eV/Å.

Results
E_LUMO, eV: 0.30
E, hartree: -3127.38805
HOMO level, eV: -7.7
HOMO-LUMO gap, eV: 8.05
SMILES: CCCOC[Si@@H](COc1cc(C)ccc1C(C)C)P(C)CC.CN(C)P(=O)(N(C)C)N(C)C.CN(C)P(=O)(N(C)C)N(C)C

What is the formula in the second record?
C30H69N6O4P3Si

The highest HOMO level belongs to which entry?
C8H8N5O3S2